Here is a molecular structure, C40H36BN4O4S2Tc at a distorted geometry from OMol25. Energies are from ωB97M-V with the def2-TZVPD basis set.

Positions of all 88 atoms, in Å:
Tc: -1.21251 -1.81566 1.65075
O: 0.39404 -0.62430 2.28099
C: 0.24153 0.27065 3.25922
C: 0.90041 1.50495 3.06312
C: 0.52323 2.52730 3.95123
C: -0.14473 2.27088 5.12840
C: -0.78137 1.08208 5.33745
C: -0.62809 0.00622 4.37084
C: -1.12694 -1.29672 4.59890
N: -1.33272 -2.14410 3.64975
C: -1.29147 -3.57592 3.91734
C: -0.34149 -4.19557 2.93004
N: -0.89049 -3.78159 1.63305
C: -1.47128 -4.51130 0.72077
C: -2.81858 -4.22143 0.28480
C: -3.59587 -5.22762 -0.31813
C: -4.88593 -5.03603 -0.82787
C: -5.52222 -3.85307 -0.46827
C: -4.90963 -2.89595 0.23913
C: -3.56818 -3.09225 0.73911
O: -3.18488 -2.32615 1.73279
H: 1.59176 1.63455 2.21670
H: 0.87012 3.55927 3.88984
H: -0.13925 3.02891 5.87353
H: -1.39340 0.80411 6.21834
H: -1.31718 -1.50509 5.67543
H: -2.32371 -3.99704 3.72327
H: -1.05302 -3.89262 4.95144
H: -0.34247 -5.28774 3.00262
H: 0.68433 -3.80652 2.96082
H: -0.97341 -5.40329 0.33967
H: -3.10439 -6.21891 -0.27224
H: -5.28150 -5.83413 -1.42033
H: -6.59232 -3.77139 -0.69888
H: -5.36116 -1.96860 0.50904
S: -2.14679 0.31824 0.95656
C: -1.01814 0.81033 -0.24700
N: -0.92426 2.19077 -0.49912
C: 0.08718 2.59616 -1.47459
C: 0.09362 1.76706 -2.75775
N: 0.16892 0.36313 -2.36697
C: 0.63369 -0.54080 -3.45295
C: 1.90551 -0.23501 -4.17727
C: 1.91489 0.63643 -5.32858
C: 3.08934 0.91936 -6.00944
C: 4.29145 0.41677 -5.54930
C: 4.32322 -0.42067 -4.44230
C: 3.09390 -0.87148 -3.90293
C: -0.25522 -0.06280 -1.16752
S: 0.19049 -1.70196 -0.64464
C: -1.39783 3.18307 0.45623
C: -2.15969 4.40110 -0.10459
C: -2.75801 4.45510 -1.38258
C: -3.50425 5.52681 -1.83059
C: -3.75411 6.56362 -0.92734
C: -3.10873 6.61749 0.27932
C: -2.26270 5.57046 0.65748
H: 1.08045 2.59843 -1.04661
H: -0.13107 3.63139 -1.81643
H: 1.01441 2.03863 -3.28618
H: -0.84169 1.95278 -3.32772
H: -0.15707 -0.58984 -4.18118
H: 0.72562 -1.55279 -3.05036
H: 0.95373 0.97193 -5.72845
H: 3.13253 1.53226 -6.85603
H: 5.23885 0.70516 -5.99031
H: 5.23689 -0.82358 -4.06780
H: 2.99388 -1.70564 -3.18494
H: -0.57323 3.47586 1.18601
H: -2.22070 2.72712 1.07474
H: -2.79418 3.60273 -2.03977
H: -4.00634 5.59179 -2.80618
H: -4.39168 7.35949 -1.24955
H: -3.21016 7.52719 0.93461
H: -1.76204 5.62872 1.60969
O: 2.57036 -0.32551 -0.00662
B: 1.96569 -1.50950 -0.35626
O: 3.00785 -2.44871 -0.39351
C: 4.20156 -1.82891 -0.13382
C: 5.45438 -2.37220 0.03729
C: 6.47262 -1.50633 0.30069
C: 6.19489 -0.16295 0.65263
C: 4.86516 0.37478 0.75798
C: 3.94116 -0.50734 0.26197
H: 5.62558 -3.43298 -0.17643
H: 7.50131 -1.76599 0.14870
H: 7.11473 0.47242 0.64295
H: 4.67677 1.43247 1.16405

Total charge: +1
Orbital gap (alpha / beta): 6.71 / 6.28 eV
Spin multiplicity: 4
LUMO (alpha / beta): -2.99 / -3.55 eV
E_HOMO (alpha / beta): -9.70 / -9.83 eV

Here is a molecular structure, C40H36ClFeN3Si2 at a distorted geometry from OMol25. Energies are from ωB97M-V with the def2-TZVPD basis set.

Positions of all 83 atoms, in Å:
C: -2.69042 -0.39175 3.90815
C: -3.32541 -0.15159 2.64053
C: -3.11325 -1.30537 1.81406
H: -3.93935 0.70014 2.37918
C: -2.30426 -2.23396 2.55439
C: -2.08437 -1.68397 3.85726
H: -1.61530 -2.21201 4.67597
H: -2.72561 0.24989 4.78457
H: -3.56128 -1.47301 0.84219
H: -1.99289 -3.21093 2.21512
Fe: -1.26700 -0.42488 2.34427
Si: 2.41750 1.28370 -0.57256
C: 1.18153 2.69347 -1.03901
C: 1.56802 3.61423 -2.00152
H: 2.55514 3.51739 -2.46308
C: 0.69789 4.63427 -2.39453
H: 0.99162 5.32012 -3.18643
C: -0.56594 4.77281 -1.80825
H: -1.24838 5.56450 -2.13397
C: -0.92303 3.90398 -0.78049
H: -1.90726 4.00496 -0.32052
C: -0.00054 2.94604 -0.33903
H: -0.21238 2.37698 0.55694
C: 0.96309 -0.15101 -0.54263
C: -0.50169 -0.09209 -0.37706
H: -1.06967 0.84107 -0.47674
C: -1.23726 -1.34941 -0.59385
H: -2.32210 -1.29507 -0.71332
C: -0.66512 -2.56300 -0.04998
H: -1.30627 -3.35418 0.34602
C: 0.70645 -2.63311 -0.04656
H: 1.25831 -3.49303 0.32011
C: 1.42174 -1.52944 -0.59969
H: 2.45687 -1.72171 -0.87498
H: 2.42617 1.05888 0.88995
Si: 0.01979 -1.05682 -1.95978
C: 0.35781 -2.36932 -3.33576
C: -0.57198 -2.44460 -4.38205
H: -1.52223 -1.91308 -4.31073
C: -0.24496 -3.13238 -5.54963
H: -0.93368 -3.11810 -6.39051
C: 0.97010 -3.82019 -5.65341
H: 1.20788 -4.36495 -6.56749
C: 1.85874 -3.81954 -4.58084
H: 2.80402 -4.36247 -4.63964
C: 1.55162 -3.09634 -3.41997
H: 2.26342 -3.07771 -2.59855
C: -0.32387 0.33773 -3.25999
C: -1.63390 0.73562 -3.49753
H: -2.46696 0.17807 -3.06322
C: -1.88059 1.84947 -4.30940
H: -2.90639 2.19366 -4.45693
C: -0.80787 2.50252 -4.92685
H: -0.98551 3.34810 -5.59160
C: 0.50801 2.08484 -4.70396
H: 1.35503 2.63947 -5.13348
C: 0.74492 0.96835 -3.88931
H: 1.76850 0.61181 -3.73881
H: 3.41403 2.31671 -0.47044
Cl: 3.95422 0.12804 -1.54300
C: 1.97110 -3.70079 5.62963
C: 2.06648 -2.36867 6.05026
C: 1.53978 -1.34356 5.26325
C: 0.89900 -1.63581 4.04556
C: 0.81409 -2.98482 3.61650
C: 1.36251 -3.99940 4.40232
N: 0.37415 -0.56027 3.28493
N: 1.06040 0.58927 3.52744
C: 0.34978 1.67586 3.10925
C: 0.89106 2.97741 3.20401
C: 0.09305 4.07120 2.89262
C: -1.25607 3.82597 2.58327
C: -1.71190 2.52368 2.41088
N: -0.91988 1.42348 2.60016
H: 2.36464 -4.50630 6.25275
H: 2.54980 -2.11000 6.98964
H: 1.61137 -0.29898 5.56819
H: 0.34237 -3.21027 2.65705
H: 1.31095 -5.03424 4.05770
H: 1.91812 3.05123 3.56399
H: 0.49502 5.08768 2.89531
H: -1.95982 4.65754 2.47253
H: -2.73169 2.33801 2.08116

Total charge: +1
Orbital gap (alpha / beta): 5.36 / 4.86 eV
Spin multiplicity: 6
LUMO (alpha / beta): -4.65 / -5.20 eV
E_HOMO (alpha / beta): -10.02 / -10.06 eV

Here is a molecular structure, C40H36Co2N2O5P at a distorted geometry from OMol25. Energies are from ωB97M-V with the def2-TZVPD basis set.

Positions of all 86 atoms, in Å:
O: 3.68995 3.50526 -2.14706
C: 2.88214 2.77306 -1.76017
Co: 1.68472 1.61385 -1.20968
C: 1.85316 1.16317 0.46078
O: 1.96701 0.77304 1.55057
C: 0.44918 2.82303 -0.78330
O: -0.11745 3.74377 -0.36078
C: 1.46586 0.38977 -2.53369
C: 2.48161 0.04678 -1.65634
C: 3.31680 -0.86629 -1.10817
C: 4.75199 -0.70667 -1.11662
C: 5.49100 0.07706 -2.04966
C: 6.87609 0.16674 -1.89033
C: 7.51622 -0.41059 -0.78262
C: 6.77133 -1.17111 0.15036
C: 5.43876 -1.34788 -0.09204
Co: -0.27185 0.14883 -1.74933
C: -0.04156 -1.03416 -0.49917
O: 0.14830 -1.85009 0.30952
C: -0.85372 -0.55234 -3.22307
O: -1.26768 -1.02762 -4.20135
P: -2.12905 1.02867 -1.16609
C: -2.51066 1.33800 0.59365
C: -3.83504 1.54625 1.01426
C: -4.11904 1.70889 2.37332
C: -3.08354 1.65308 3.31542
C: -1.76613 1.44458 2.89870
C: -1.47955 1.29004 1.53882
C: -2.50322 2.59833 -2.03332
C: -3.06676 3.69922 -1.37638
C: -3.38189 4.85336 -2.09928
C: -3.08785 4.92798 -3.46462
C: -2.50002 3.84017 -4.11666
C: -2.21770 2.66974 -3.40677
C: -3.55934 -0.04200 -1.62864
C: -4.57000 0.38708 -2.50003
C: -5.56809 -0.50464 -2.90460
C: -5.57309 -1.81600 -2.42402
C: -4.59283 -2.23375 -1.51889
C: -3.59508 -1.34524 -1.10807
H: 1.54849 0.52027 -3.61549
H: 2.88004 -1.69968 -0.53311
H: 4.95891 0.55381 -2.87816
H: 7.46302 0.69732 -2.64074
H: 8.59090 -0.29987 -0.63002
H: 7.25027 -1.61068 1.02900
H: 4.58302 -2.08507 0.64207
H: -4.64170 1.57028 0.27862
H: -5.14958 1.87469 2.69220
H: -3.30590 1.76968 4.37796
H: -0.95232 1.39892 3.62533
H: -0.45248 1.11850 1.20422
H: -3.26118 3.65656 -0.30561
H: -3.85209 5.69292 -1.58569
H: -3.31576 5.83698 -4.02243
H: -2.26075 3.88763 -5.18006
H: -1.77617 1.80970 -3.91834
H: -4.57370 1.41331 -2.86935
H: -6.33669 -0.16416 -3.59854
H: -6.34241 -2.51472 -2.75288
H: -4.59536 -3.25230 -1.13035
H: -2.83690 -1.66643 -0.38772
C: 3.85429 -4.14005 -1.05555
C: 3.26592 -4.73851 0.20260
C: 1.92555 -5.40032 -0.08873
C: 4.24524 -5.78259 0.73720
N: 3.05385 -3.70060 1.22000
C: 3.55584 -2.45998 1.25134
N: 3.36802 -1.98663 2.50129
C: 3.89984 -0.76189 3.06396
C: 2.60625 -2.90131 3.22473
C: 2.43458 -3.97958 2.43458
H: 4.74376 -3.53925 -0.85104
H: 4.14799 -4.97651 -1.70350
H: 3.12490 -3.53870 -1.60250
H: 1.54625 -5.96649 0.76996
H: 1.17917 -4.65465 -0.38824
H: 2.06122 -6.10390 -0.91902
H: 3.87544 -6.27921 1.64177
H: 4.39073 -6.54524 -0.03904
H: 5.22028 -5.32442 0.94376
H: 4.61501 -0.31557 2.36797
H: 3.09218 -0.04464 3.24667
H: 4.40326 -0.97505 4.01674
H: 2.30218 -2.71990 4.24052
H: 1.95522 -4.92595 2.62377

Total charge: -1
Orbital gap: 5.10 eV
LUMO: 2.49 eV
E_HOMO: -2.61 eV

Here is a molecular structure, C40H36EuN7Se2 at a distorted geometry from OMol25. Energies are from ωB97M-V with the def2-TZVPD basis set.

Positions of all 86 atoms, in Å:
Eu: 0.47455 0.01417 -0.16077
C: -1.44651 2.58080 0.98609
N: -1.88872 1.25242 0.51047
C: -2.75166 1.46179 -0.66601
C: -2.01287 1.93868 -1.88463
C: -2.34354 3.13409 -2.50186
C: -1.74236 3.45672 -3.70929
C: -0.87182 2.54153 -4.27150
C: -0.58666 1.37956 -3.57333
N: -1.09908 1.08620 -2.37393
C: -2.74467 0.60733 1.52364
C: -2.08459 0.14157 2.80030
C: -2.87679 0.03991 3.94123
C: -2.29928 -0.35726 5.13279
C: -0.93969 -0.63255 5.14541
C: -0.24308 -0.53406 3.95601
N: -0.79242 -0.17386 2.79252
C: -0.33439 2.52691 2.00359
C: -0.44309 3.21147 3.20269
C: 0.62149 3.19366 4.09187
C: 1.76052 2.48421 3.74709
C: 1.77808 1.81699 2.53495
N: 0.75926 1.82597 1.67397
H: -1.08288 3.14609 0.12331
H: -2.29333 3.13864 1.40525
H: -3.20793 0.50485 -0.92534
H: -3.56266 2.16135 -0.42698
H: -3.08125 3.79078 -2.05961
H: -1.97433 4.38926 -4.20631
H: -0.42248 2.71856 -5.23874
H: 0.06470 0.64290 -4.01655
H: -3.55637 1.29228 1.80358
H: -3.21691 -0.26000 1.05421
H: -3.93128 0.28039 3.88917
H: -2.89577 -0.43300 6.03207
H: -0.43546 -0.90984 6.06072
H: 0.81997 -0.75512 3.94184
H: -1.35050 3.75110 3.44013
H: 0.56212 3.72614 5.03165
H: 2.62067 2.44588 4.40059
H: 2.64493 1.23300 2.24134
Se: 2.59888 -2.99506 -0.24223
Se: 1.77918 -2.01730 1.72099
C: -0.00063 -2.76769 1.61672
C: -0.40103 -3.73034 2.52406
C: -1.70282 -4.20497 2.44114
C: -2.52369 -3.72098 1.43550
C: -2.01980 -2.77091 0.56237
N: -0.78582 -2.27100 0.65809
C: 3.80529 -1.53935 -0.59677
C: 4.95814 -1.77546 -1.32734
C: 5.91009 -0.76860 -1.37829
C: 5.66371 0.42105 -0.71008
C: 4.44489 0.58390 -0.07746
N: 3.51523 -0.37589 -0.01700
H: 0.29128 -4.09716 3.26883
H: -2.06108 -4.95311 3.13558
H: -3.53787 -4.07738 1.32095
H: -2.63057 -2.38876 -0.24842
H: 5.12398 -2.73607 -1.79711
H: 6.83973 -0.92281 -1.90987
H: 6.40061 1.21179 -0.69309
H: 4.19551 1.51983 0.41122
C: 3.57166 4.06454 -2.18404
C: 4.16071 3.02281 -2.88736
C: 3.59648 1.76042 -2.91343
C: 2.39686 1.49560 -2.23068
C: 1.83062 2.56829 -1.50274
C: 2.39451 3.82560 -1.48442
N: 1.73085 0.28800 -2.10791
C: 1.72486 -0.71858 -3.03511
C: 0.85805 -1.81115 -2.76467
C: 0.79083 -2.90537 -3.59771
C: 1.56712 -2.95309 -4.75146
C: 2.34889 -1.85080 -5.08931
C: 2.41768 -0.74649 -4.26658
H: 4.02334 5.04694 -2.17286
H: 5.09078 3.19390 -3.41460
H: 4.13041 0.97545 -3.42455
H: 0.88868 2.40711 -0.98313
H: 1.91601 4.62299 -0.93036
H: 0.17905 -1.75704 -1.91237
H: 0.12013 -3.72061 -3.36014
H: 1.53352 -3.81903 -5.39791
H: 2.90341 -1.84391 -6.01870
H: 2.97439 0.11335 -4.60219

Total charge: +2
Orbital gap (alpha / beta): 3.77 / 4.50 eV
Spin multiplicity: 7
LUMO (alpha / beta): -5.48 / -7.49 eV
E_HOMO (alpha / beta): -9.25 / -11.99 eV

Here is a molecular structure, C40H36IrN5O5S3 at a distorted geometry from OMol25. Energies are from ωB97M-V with the def2-TZVPD basis set.

Positions of all 90 atoms, in Å:
Ir: 0.82302 1.30087 -0.60940
O: -1.84430 6.10938 -0.90640
C: -1.19815 5.99856 -2.08336
C: -1.33968 7.05398 -2.98542
C: -0.70178 7.02038 -4.20732
C: 0.09472 5.93582 -4.56333
C: 0.23473 4.88913 -3.67677
C: -0.40228 4.89576 -2.43352
C: -0.21191 3.73362 -1.54020
O: 0.56191 2.79979 -1.93454
N: -0.84053 3.74252 -0.37207
N: -0.58016 2.58358 0.35415
C: -1.26498 2.42327 1.42495
S: -1.04797 1.02123 2.44974
C: -2.57556 1.31093 3.37866
C: -2.72074 2.80853 3.56023
S: -2.47278 3.59011 1.93994
H: -1.66238 5.29263 -0.39192
H: -1.96275 7.88819 -2.69562
H: -0.82628 7.84788 -4.89333
H: 0.59281 5.91002 -5.52199
H: 0.84310 4.03071 -3.92253
H: -2.48393 0.78592 4.32849
H: -3.41537 0.90113 2.81672
H: -1.97194 3.18700 4.25677
H: -3.71273 3.08228 3.91638
N: -0.11847 0.21920 -1.81209
C: -0.48234 -0.83033 -2.39324
C: -1.93393 -1.04289 -2.67084
C: -2.86897 -0.25777 -1.99744
C: -4.21877 -0.40186 -2.25670
C: -4.65233 -1.33011 -3.19633
C: -3.72906 -2.10631 -3.87650
C: -2.37276 -1.96354 -3.61667
C: 0.53666 -1.81319 -2.86099
C: 0.37440 -3.17183 -2.60404
C: 1.35936 -4.06925 -2.98205
C: 2.50977 -3.61902 -3.61471
C: 2.67645 -2.26544 -3.86518
C: 1.69400 -1.36332 -3.48584
H: -2.52118 0.46449 -1.27099
H: -4.93639 0.21172 -1.72838
H: -5.70952 -1.44152 -3.40000
H: -4.06074 -2.82348 -4.61541
H: -1.65665 -2.55945 -4.16420
H: -0.50345 -3.51532 -2.07482
H: 1.23258 -5.12129 -2.77082
H: 3.27960 -4.32333 -3.90044
H: 3.57306 -1.90858 -4.35526
H: 1.81420 -0.30496 -3.67709
C: 4.20149 3.75930 1.38875
S: 2.44766 3.74278 1.05440
C: 1.90304 3.24803 2.68511
O: 2.36255 2.54439 0.12939
H: 4.48513 2.72729 1.58659
H: 4.39075 4.40490 2.24314
H: 4.70686 4.14293 0.50724
H: 1.97580 4.12550 3.32583
H: 2.51402 2.42267 3.03868
H: 0.86547 2.94097 2.60602
O: 3.21289 0.37862 1.65417
C: 2.31639 -0.42271 1.46958
N: 2.27620 -1.65049 2.06804
C: 1.03926 -2.33785 1.84181
C: 0.40411 -1.38326 0.80661
O: -0.65701 -1.62399 0.27387
N: 1.19010 -0.27315 0.66182
C: 0.19256 -2.40721 3.11630
C: -1.15540 -2.07268 3.14936
C: -1.87262 -2.17271 4.33494
C: -1.25831 -2.61082 5.49617
C: 0.08371 -2.96392 5.46470
C: 0.79718 -2.86660 4.28349
C: 1.22415 -3.73812 1.26738
C: 2.47550 -4.20129 0.88713
C: 2.63427 -5.50238 0.42860
C: 1.54182 -6.34554 0.32798
C: 0.28147 -5.87730 0.67823
C: 0.12491 -4.58533 1.14805
H: 2.89971 -1.83373 2.83420
H: -1.64638 -1.75183 2.24175
H: -2.92409 -1.91539 4.34237
H: -1.82030 -2.68784 6.41672
H: 0.57135 -3.32644 6.35956
H: 1.83554 -3.17558 4.27072
H: 3.33094 -3.54366 0.94942
H: 3.61987 -5.85410 0.15433
H: 1.66728 -7.36242 -0.02074
H: -0.58158 -6.52497 0.59493
H: -0.85592 -4.23190 1.43508

Total charge: 0
Orbital gap (alpha / beta): 7.65 / 7.29 eV
LUMO (alpha / beta): 0.15 / -0.04 eV
E_HOMO (alpha / beta): -7.49 / -7.33 eV